1.
Here is a 2-piece molecular cluster, C3H9NO2 overall from the OMol25 dataset. Energies are from ωB97M-V/def2-TZVPD.

## Properties
Highest occupied orbital energy, eV: -9.148
Multiplicity: 1
Energy relative to the best compared isomer or geometry (same formula, charge and spin), kJ/mol: 149.2
SMILES: CCNC=O.O
Max |F|, eV/Å: 2.85
Orbital gap, eV: 9.6
Lowest unoccupied orbital energy, eV: 0.43
E, hartree: -324.915792

Last column: Mulliken charge in e.
Positions of all 15 atoms, in Å:
C 0.116 -0.859 1.640  -0.981
C -0.044 0.626 1.252  -0.428
N -1.129 0.626 0.249  -0.120
C -1.017 0.752 -1.128  0.098
O -2.015 1.101 -1.733  -0.579
H -0.742 -1.230 2.212  0.284
H 0.952 -1.047 2.333  0.355
H 0.385 -1.525 0.821  0.270
H -0.275 1.265 2.091  0.300
H 0.808 1.005 0.686  0.270
H -2.059 0.775 0.603  0.219
H -0.210 0.256 -1.717  0.337
O 1.460 -0.297 -2.619  -0.674
H 2.208 -0.186 -2.014  0.322
H 1.565 -1.262 -2.676  0.326



2.
Here is C7H8N4O in the gas phase from the OMol25 dataset. Energies are from ωB97M-V/def2-TZVPD.

## Properties
Highest occupied orbital energy, eV: -7.981
Multiplicity: 1
Energy relative to the best compared isomer or geometry (same formula, charge and spin), kJ/mol: 205.2
SMILES: CO/C=N/c1cn2c(n1)CN=C2
Max |F|, eV/Å: 4.77
Orbital gap, eV: 8.7
Lowest unoccupied orbital energy, eV: 0.73
E, hartree: -565.746572

Last column: Mulliken charge in e.
Positions of all 20 atoms, in Å:
C 1.048 -4.244 -0.161  -0.732
O 0.983 -3.295 0.868  -0.361
C 0.466 -2.095 0.423  0.028
N 0.343 -1.121 1.284  -0.530
C 0.021 0.069 0.721  0.389
C -0.185 1.177 1.530  -0.450
N -0.496 2.211 0.648  0.184
C -0.430 1.647 -0.577  0.145
N -0.138 0.407 -0.651  -0.544
C -0.709 2.689 -1.584  -0.310
N -0.985 3.862 -0.698  -0.608
C -0.853 3.554 0.586  0.056
H 0.085 -4.378 -0.626  0.339
H 1.350 -5.191 0.259  0.271
H 1.757 -3.997 -0.945  0.330
H 0.309 -1.935 -0.639  0.452
H -0.195 1.207 2.602  0.438
H -1.582 2.404 -2.188  0.260
H 0.165 2.783 -2.273  0.256
H -0.958 4.243 1.421  0.388



3.
Here is C21H51N11SbScSe4 as an isolated structure from the OMol25 dataset. Energies are from ωB97M-V/def2-TZVPD.

## Properties
Highest occupied orbital energy, eV: -5.098
Multiplicity: 1
Max |F|, eV/Å: 0.48
Orbital gap, eV: 4.9
Lowest unoccupied orbital energy, eV: -0.18
E, hartree: -12039.915392

Last column: Mulliken charge in e.
Positions of all 89 atoms, in Å:
Sc 0.206 -0.498 -0.039  1.618
C -1.705 0.992 -2.903  -0.694
N -2.949 0.461 -2.390  0.194
C -3.626 -0.485 -3.260  -1.256
C -3.174 0.476 -1.046  0.220
N -2.187 0.583 -0.205  0.542
C -2.523 1.050 1.133  -0.939
C -1.326 1.745 1.749  -1.626
N -0.152 0.861 1.869  1.801
C -0.281 0.032 3.083  -1.496
C 0.815 -1.002 3.252  -1.169
N 0.798 -2.002 2.191  0.582
C 1.585 -3.025 2.386  -0.131
N 1.448 -4.183 1.675  0.514
C 2.604 -4.969 1.278  -1.360
C 0.192 -4.600 1.095  -1.306
N 2.573 -3.073 3.351  0.482
C 3.598 -2.054 3.488  -0.930
C 2.799 -4.275 4.127  -1.227
C 1.072 1.686 1.915  -0.764
C 1.259 2.522 0.654  -1.547
N 0.794 1.864 -0.587  1.491
C 1.089 2.577 -1.655  -1.242
N 1.401 3.926 -1.573  0.704
C 0.495 4.896 -1.013  -1.243
C 2.593 4.436 -2.225  -1.192
N 1.118 2.073 -2.912  1.377
C 0.906 2.921 -4.067  -1.349
C 1.618 0.756 -3.247  -1.494
N -4.509 0.438 -0.687  0.440
C -5.004 -0.349 0.419  -1.012
C -5.528 1.101 -1.479  -1.250
H -1.873 1.349 -3.921  0.270
H -0.922 0.230 -2.920  0.026
H -1.381 1.813 -2.274  0.087
H -2.918 -1.243 -3.606  0.319
H -4.047 0.021 -4.133  0.316
H -4.430 -0.983 -2.725  0.442
H -2.846 0.240 1.800  0.400
H -3.359 1.759 1.108  0.633
H -1.591 2.136 2.741  0.456
H -1.062 2.587 1.115  0.125
H -1.248 -0.473 3.048  0.234
H -0.283 0.692 3.962  0.487
H 0.673 -1.473 4.233  0.509
H 1.769 -0.478 3.310  0.456
H 3.521 -4.431 1.502  0.416
H 2.578 -5.131 0.200  0.492
H 2.622 -5.942 1.780  0.316
H -0.623 -4.369 1.784  0.526
H 0.215 -5.684 0.975  0.412
H 0.010 -4.147 0.115  0.230
H 3.546 -1.356 2.656  0.153
H 4.580 -2.534 3.446  0.402
H 3.520 -1.522 4.442  0.269
H 1.946 -4.944 4.043  0.346
H 2.921 -4.004 5.178  0.369
H 3.699 -4.815 3.814  0.359
H 1.920 1.024 2.044  0.216
H 1.036 2.346 2.794  0.332
H 2.326 2.750 0.572  0.311
H 0.752 3.472 0.815  0.550
H -0.449 4.419 -0.750  0.266
H 0.280 5.674 -1.754  0.396
H 0.899 5.390 -0.121  0.296
H 3.218 3.604 -2.551  0.218
H 3.170 5.031 -1.512  0.354
H 2.357 5.074 -3.085  0.348
H 0.394 3.840 -3.789  0.332
H 0.284 2.382 -4.785  0.411
H 1.848 3.167 -4.567  0.331
H 1.969 0.267 -2.348  -0.051
H 2.482 0.870 -3.901  0.474
H 0.860 0.146 -3.741  0.344
H -4.262 -1.076 0.736  0.294
H -5.885 -0.909 0.094  0.374
H -5.291 0.260 1.283  0.295
H -5.060 1.729 -2.232  0.343
H -6.145 1.731 -0.833  0.395
H -6.188 0.386 -1.981  0.359
Se 4.320 -1.221 -3.287  -0.352
Sb 2.956 -2.323 -1.426  -0.305
Se 0.342 -2.211 -1.980  -0.956
Se 2.882 -0.437 0.194  -0.724
Se 4.953 0.930 -2.646  -0.582
N -1.582 -1.935 0.622  -0.219
H -1.131 -2.637 1.192  -0.071
H -1.902 -2.359 -0.243  0.267
H -2.370 -1.563 1.135  -0.031



4.
Here is C4H8O2S in the gas phase from the OMol25 dataset. Energies are from ωB97M-V/def2-TZVPD.

## Properties
Highest occupied orbital energy, eV: -9.165
Multiplicity: 1
Energy relative to the best compared isomer or geometry (same formula, charge and spin), kJ/mol: 321.8
Max |F|, eV/Å: 3.22
Orbital gap, eV: 9.5
Lowest unoccupied orbital energy, eV: 0.35
E, hartree: -705.773053

Last column: Mulliken charge in e.
Positions of all 15 atoms, in Å:
C 0.831 0.622 -0.200  -0.912
C -0.239 -0.315 0.247  0.536
C -0.459 1.769 -2.249  -0.175
C -0.002 -0.801 1.702  -1.396
O -1.485 0.369 0.219  -0.510
O -0.595 1.983 -3.536  -0.240
S 0.887 0.761 -2.027  -0.126
H 0.686 1.615 0.102  0.425
H 1.809 0.344 -0.004  0.466
H -0.330 -1.181 -0.505  0.214
H -1.583 0.781 -0.706  0.363
H 1.037 -1.115 1.619  0.359
H -0.701 -1.528 1.952  0.359
H 0.148 -0.066 2.491  0.357
H -0.041 1.419 -4.202  0.280